No. 1
{
  "formula": "C25H91O33P",
  "method": "wB97M-V/def2-TZVPD",
  "e_homo_ha": -0.3140,
  "e_above_lowest_ev": 0.946,
  "total_charge": 0,
  "spin_multiplicity": 1,
  "homo_lumo_gap_ev": 7.1580,
  "symbols": ["C", "C", "C", "C", "O", "C", "C", "C", "O", "C", "C", "C", "O", "C", "C", "C", "P", "C", "C", "C", "C", "C", "C", "O", "C", "C", "O", "C", "C", "C", "C", "O", "H", "H", "H", "H", "H", "H", "H", "H", "H", "H", "H", "H", "H", "H", "H", "H", "H", "H", "H", "H", "H", "H", "H", "H", "H", "H", "H", "H", "H", "H", "H", "H", "H", "H", "H", "H", "H", "O", "H", "H", "O", "H", "H", "O", "H", "H", "O", "H", "H", "O", "H", "H", "O", "H", "H", "O", "H", "H", "O", "H", "H", "O", "H", "H", "O", "H", "H", "O", "H", "H", "O", "H", "H", "O", "H", "H", "O", "H", "H", "O", "H", "H", "O", "H", "H", "O", "H", "H", "O", "H", "H", "O", "H", "H", "O", "H", "H", "O", "H", "H", "O", "H", "H", "O", "H", "H", "O", "H", "H", "O", "H", "H", "O", "H", "H", "O", "H", "H"],
  "positions_angstrom": [[-0.7916, 0.9794, -6.8572], [-0.0436, 2.2129, -6.3284], [0.7866, 1.8558, -5.0877], [0.4433, 2.6905, -3.8707], [1.1510, 2.1385, -2.7135], [0.3567, 1.8017, -1.6834], [-0.7162, 1.0305, -1.7755], [-1.5009, 0.7427, -0.5764], [-2.7017, 0.6883, -0.6205], [-0.7063, 0.5944, 0.6793], [-1.0540, -0.3360, 1.6532], [-2.2402, -1.2518, 1.4744], [-2.3916, -1.7559, 0.1664], [-1.4257, -2.7580, -0.2185], [-2.0350, -4.1427, -0.0273], [-0.2569, -0.3908, 2.8069], [-0.4980, -1.5785, 4.2230], [-2.2935, -1.6273, 4.6245], [-0.0215, -3.2191, 3.4730], [-1.0374, -4.3301, 3.6798], [0.8234, 0.4655, 2.9340], [1.1868, 1.3712, 1.9503], [2.4167, 2.2234, 2.1731], [3.4731, 1.8188, 1.3324], [4.1130, 0.6520, 1.7971], [3.7409, -0.5538, 0.9723], [4.6923, -1.5551, 1.2301], [4.5710, -2.6595, 0.3260], [5.1417, -3.8792, 1.0038], [0.4055, 1.4188, 0.8042], [0.7197, 2.3392, -0.3296], [1.1712, 3.4445, -0.1927], [-0.9633, 1.0490, -7.9244], [-1.7421, 0.8656, -6.3459], [-0.1929, 0.0891, -6.7052], [-0.7249, 3.0295, -6.1337], [0.6514, 2.4901, -7.1104], [1.8457, 1.9768, -5.2834], [0.6594, 0.8088, -4.8159], [0.8584, 3.6732, -4.0424], [-0.6229, 2.7835, -3.7084], [-1.0377, 0.6014, -2.7113], [-2.1273, -2.0634, 2.1873], [-3.1396, -0.7107, 1.7406], [-0.5122, -2.6875, 0.3608], [-1.2166, -2.5974, -1.2653], [-1.2562, -4.8868, 0.1028], [-2.6824, -4.3576, -0.8652], [-2.6576, -4.1827, 0.8582], [-2.8327, -2.4291, 4.1366], [-2.7770, -0.6738, 4.4695], [-2.3700, -1.8338, 5.6813], [0.1267, -3.0761, 2.4094], [0.9380, -3.4803, 3.8984], [-1.2922, -4.4971, 4.7209], [-1.9338, -4.1699, 3.0930], [-0.5984, -5.2548, 3.3263], [1.4393, 0.4101, 3.8196], [2.7294, 2.0980, 3.2059], [2.1798, 3.2565, 1.9692], [3.8859, 0.4250, 2.8383], [5.1931, 0.7622, 1.7417], [2.7434, -0.9168, 1.2460], [3.6964, -0.2998, -0.0887], [5.1005, -2.3934, -0.5800], [3.5101, -2.7966, 0.1400], [6.2237, -3.8764, 0.9625], [4.8072, -3.9249, 2.0328], [4.7743, -4.7674, 0.4956], [3.7090, 0.9363, -3.7089], [3.5182, 0.4515, -4.5206], [2.8438, 1.1971, -3.3653], [1.2659, -0.9644, -5.8679], [0.7021, -1.2851, -5.1557], [1.4161, -1.7435, -6.4130], [-3.5805, 1.5405, 2.7304], [-4.3955, 2.0266, 2.5453], [-2.9003, 2.0782, 2.3026], [-4.8054, -1.2351, 6.1903], [-4.4888, -0.8980, 7.0319], [-5.1380, -0.4490, 5.7452], [-4.1388, -2.6969, -2.1124], [-4.9877, -2.2661, -1.9685], [-3.5938, -2.3625, -1.3865], [-5.1458, 1.4508, 7.0839], [-5.9774, 1.9360, 7.0662], [-4.6983, 1.7871, 7.8665], [-0.6905, 3.2211, 4.0354], [-0.7901, 3.7677, 3.2425], [-0.1328, 2.4868, 3.7477], [-0.0284, 5.5425, -5.4077], [-0.8920, 5.9469, -5.2768], [0.5369, 5.9602, -4.7391], [-6.4522, 0.7307, 3.3383], [-6.3974, 0.0164, 2.6913], [-5.5317, 0.9601, 3.4990], [-6.8598, -3.2093, 5.9132], [-6.0237, -2.7354, 5.7803], [-6.6428, -4.1375, 5.7909], [-3.1070, 3.3285, 5.6281], [-3.0728, 2.5853, 5.0081], [-2.2051, 3.3812, 5.9635], [5.9071, 0.4055, -1.3559], [5.3476, 0.9198, -1.9485], [5.5774, 0.6484, -0.4854], [-2.5036, 3.9094, -1.0886], [-1.7192, 4.3500, -1.4314], [-2.3203, 2.9705, -1.1963], [2.3254, 6.9904, -5.0553], [2.1575, 7.5711, -5.8042], [2.8925, 6.2998, -5.4128], [5.5711, -1.4910, -4.3790], [5.0136, -0.7185, -4.2456], [6.4234, -1.2188, -4.0193], [4.4507, 3.3522, -1.5787], [4.2635, 2.8749, -2.3923], [3.5770, 3.5911, -1.2474], [3.2857, 6.3998, -1.7333], [4.0988, 6.0420, -1.3603], [2.5847, 5.9131, -1.2871], [8.9023, -2.1917, -5.5626], [7.9968, -2.1185, -5.2491], [9.4287, -2.0191, -4.7755], [0.7680, -3.5205, -2.4753], [0.7689, -4.1867, -3.1696], [1.7053, -3.3208, -2.3492], [-0.9124, 6.3362, 4.4816], [-0.9725, 5.3994, 4.6983], [-1.3868, 6.7788, 5.1919], [-8.8819, 1.5206, 1.9668], [-8.0856, 1.1737, 2.3938], [-9.6080, 1.0397, 2.3734], [-4.3731, -6.1970, 0.1749], [-4.5407, -6.6102, -0.6776], [-5.2483, -5.9814, 0.5112], [-2.5599, 4.7099, 3.0402], [-2.5258, 5.6157, 3.3643], [-2.7841, 4.1812, 3.8194], [-0.4131, -7.5268, 4.2988], [-0.9631, -7.7954, 5.0411], [-0.2367, -8.3448, 3.8239], [3.0144, -1.9213, -3.5613], [2.2185, -1.3971, -3.6727], [3.7186, -1.3997, -3.9734], [-4.9826, -1.1700, -4.7697], [-5.0231, -0.3060, -4.3493], [-4.9735, -1.7947, -4.0347], [8.5655, -3.4785, -2.9904], [8.1801, -3.6780, -2.1315], [8.4817, -4.2941, -3.4946]],
  "lowdin_charge": [-0.10, -0.21, -0.18, -0.13, -0.04, -0.21, 0.09, -0.34, 0.14, -0.02, -0.11, -0.15, -0.18, -0.22, -0.06, -0.28, 1.00, -0.30, -0.40, -0.16, -0.08, -0.14, -0.15, -0.10, -0.18, -0.22, -0.14, -0.25, -0.07, -0.02, -0.23, 0.16, 0.07, 0.07, 0.03, 0.09, 0.10, 0.11, 0.08, 0.11, 0.13, 0.15, 0.08, 0.12, 0.10, 0.10, 0.08, 0.05, 0.06, 0.03, 0.03, 0.02, 0.05, 0.06, 0.07, 0.05, 0.05, 0.11, 0.12, 0.13, 0.13, 0.13, 0.12, 0.12, 0.12, 0.11, 0.07, 0.08, 0.07, -0.04, 0.04, 0.03, -0.06, 0.05, 0.07, -0.04, 0.06, 0.05, -0.06, 0.05, 0.03, -0.04, 0.04, 0.01, -0.04, 0.06, 0.05, -0.05, 0.04, 0.02, -0.07, 0.04, 0.01, -0.03, 0.07, 0.01, -0.08, -0.01, 0.02, -0.06, 0.02, 0.04, -0.04, 0.00, 0.01, -0.03, 0.03, -0.01, -0.05, 0.05, 0.05, -0.03, -0.01, 0.05, -0.03, 0.01, 0.01, -0.05, 0.03, 0.02, -0.06, 0.00, 0.02, -0.05, 0.05, 0.02, -0.05, 0.00, 0.05, -0.07, -0.02, 0.03, -0.05, 0.04, 0.04, -0.07, 0.03, -0.01, -0.05, 0.04, 0.04, -0.05, 0.01, -0.02, -0.06, 0.03, 0.00, -0.05, 0.04, 0.05]
}

No. 2
{
  "formula": "C26H12CrF17NO3",
  "method": "wB97M-V/def2-TZVPD",
  "e_homo_ha": [-0.0373, -0.0629],
  "s2": 6.011,
  "total_charge": -2,
  "spin_multiplicity": 5,
  "homo_lumo_gap_ev": [5.7511, 6.4438],
  "symbols": ["Cr", "C", "C", "C", "C", "C", "N", "C", "C", "C", "C", "C", "C", "C", "C", "O", "C", "F", "F", "F", "C", "F", "F", "F", "C", "C", "C", "O", "C", "F", "F", "F", "C", "F", "F", "F", "H", "H", "H", "H", "H", "H", "H", "H", "H", "H", "H", "H", "F", "C", "C", "F", "C", "F", "C", "O", "C", "F", "C", "F"],
  "positions_angstrom": [[1.8663, -0.8427, 0.4241], [-0.8199, 0.9412, -6.0456], [-0.4676, 0.7160, -4.5322], [-1.4700, 0.4470, -3.6375], [-1.1899, 0.0998, -2.3452], [0.0961, -0.1053, -1.8543], [0.2391, -0.5780, -0.6025], [-0.7773, -0.3782, 0.2835], [-1.4505, 0.8484, 0.2909], [-2.3751, 1.1711, 1.2527], [-2.7692, 0.2413, 2.2343], [-3.9349, 0.5587, 3.0998], [-2.0647, -0.8953, 2.2407], [-1.0694, -1.2615, 1.3307], [-0.1754, -2.4456, 1.6463], [1.1511, -2.2300, 1.5491], [-0.5249, -3.7088, 0.7922], [-0.3487, -3.4349, -0.5499], [0.1910, -4.7664, 1.0086], [-1.8227, -4.0427, 0.8627], [-0.4633, -2.9362, 3.1644], [-0.1670, -2.0008, 4.0640], [0.4107, -3.9366, 3.4562], [-1.7138, -3.3642, 3.5101], [1.1915, 0.0861, -2.7911], [0.8437, 0.5304, -4.0894], [2.6390, -0.2635, -2.4721], [2.9691, -0.1573, -1.1615], [3.6694, 0.7273, -3.1589], [3.9197, 0.4790, -4.5126], [4.7929, 0.6054, -2.5065], [3.2370, 1.9733, -2.9723], [2.9244, -1.6419, -3.0037], [4.2206, -1.9803, -2.9097], [2.6878, -1.7718, -4.2830], [2.2149, -2.6257, -2.3882], [0.0787, 1.1577, -6.5756], [-1.4895, 1.7594, -6.1201], [-1.2071, 0.0420, -6.5478], [-2.4402, 0.6910, -3.8967], [-2.0718, -0.0386, -1.7168], [-1.0904, 1.5777, -0.5498], [-2.8236, 2.2352, 1.2797], [-4.9609, 0.4867, 2.5404], [-3.9529, 1.6146, 3.4926], [-4.0320, -0.1313, 3.9758], [-2.2484, -1.6528, 2.8974], [1.5662, 0.5056, -4.9060], [-0.8165, 4.1353, 4.8049], [-0.0566, 3.2408, 4.0916], [0.5783, 2.2090, 4.8032], [0.3462, 2.0484, 6.1056], [1.3190, 1.2431, 4.0682], [2.0899, 0.4234, 4.7925], [1.5658, 1.3518, 2.6889], [2.3483, 0.4831, 2.1713], [0.8933, 2.3832, 1.9329], [1.2255, 2.6580, 0.6814], [0.0988, 3.2730, 2.6519], [-0.5800, 4.2461, 1.9405]],
  "lowdin_spin": [3.72, 0.00, 0.01, 0.00, 0.00, 0.01, 0.01, 0.01, 0.01, 0.00, 0.01, 0.00, 0.00, 0.01, 0.01, 0.05, 0.00, 0.00, 0.00, 0.00, 0.00, 0.00, 0.00, 0.00, 0.01, 0.00, 0.01, 0.05, 0.00, 0.00, 0.00, 0.00, 0.00, 0.00, 0.00, 0.01, 0.00, 0.00, 0.00, 0.00, 0.00, 0.00, 0.00, 0.00, 0.00, 0.00, 0.00, 0.00, 0.00, 0.00, 0.00, 0.00, 0.00, 0.00, 0.01, 0.04, 0.00, 0.00, 0.00, 0.00]
}

| no. | electronic energy (Ha) |
| --- | --- |
| 1 | -3831.322892 |
| 2 | -4020.770816 |